ORCA calculation (ωB97M-V/def2-TZVPD) on a 6-piece molecular cluster, C15H45N9O6 overall in a non-equilibrium geometry.

Each atom is followed by the atoms it is bonded to, with distances in Å.
Element x y z (Å)
1 C 3.15399 3.72195 1.66489  O2 1.395, H7 1.087, H8 1.099, H9 1.099
2 O 2.31770 3.28128 2.69103  C1 1.395, C3 1.405
3 C 2.89171 3.30617 3.97315  O2 1.405, C4 1.516, H10 1.100, H11 1.103
4 C 2.23710 2.33131 4.93257  C3 1.516, C5 1.569, N6 1.469, H12 1.089
5 C 0.71037 2.61597 5.15746  C4 1.569, H13 1.096, H14 1.088, H15 1.089
6 N 2.90474 2.30285 6.24117  C4 1.469, H16 1.019, H17 1.014
7 H 2.58928 3.93615 0.76083  C1 1.087
8 H 3.96556 3.00862 1.46564  C1 1.099
9 H 3.72542 4.62737 1.91237  C1 1.099
10 H 3.97208 3.10117 3.96624  C3 1.100
11 H 2.92928 4.34387 4.34596  C3 1.103
12 H 2.23357 1.42064 4.33480  C4 1.089
13 H 0.61513 3.69284 5.33466  C5 1.096
14 H 0.36541 2.11828 6.06189  C5 1.088
15 H 0.09596 2.37809 4.29008  C5 1.089
16 H 2.89777 3.25416 6.60548  N6 1.019
17 H 2.24832 1.84255 6.86240  N6 1.014
18 C -5.46651 -5.94015 -2.73608  O19 1.404, H24 1.091, H25 1.098, H26 1.096
19 O -4.83664 -4.68499 -2.74657  C18 1.404, C20 1.418
20 C -3.43038 -4.86161 -2.69264  O19 1.418, C21 1.520, H27 1.097, H28 1.099
21 C -2.83032 -3.49541 -2.40162  C20 1.520, C22 1.527, N23 1.489, H29 1.091
22 C -2.78823 -2.64497 -3.66929  C21 1.527, H30 1.095, H31 1.092, H32 1.094
23 N -1.45354 -3.56676 -1.83876  C21 1.489, H33 1.029, H34 1.007
24 H -6.54029 -5.83801 -2.90314  C18 1.091
25 H -5.39514 -6.43443 -1.75822  C18 1.098
26 H -5.03396 -6.60259 -3.49402  C18 1.096
27 H -3.15076 -5.59980 -1.93042  C20 1.097
28 H -3.03497 -5.32255 -3.60903  C20 1.099
29 H -3.45725 -2.99960 -1.65919  C21 1.091
30 H -2.15140 -3.10879 -4.43017  C22 1.095
31 H -2.46431 -1.60938 -3.54629  C22 1.092
32 H -3.76307 -2.59093 -4.16214  C22 1.094
33 H -1.60375 -3.87203 -0.86813  N23 1.029
34 H -1.17113 -2.60463 -1.74998  N23 1.007
35 C 2.92040 2.10643 -3.67819  O36 1.427, H41 1.091, H42 1.092, H43 1.089
36 O 1.91909 2.35889 -2.69393  C35 1.427, C37 1.451
37 C 0.64478 2.69930 -3.29896  O36 1.451, C38 1.524, H44 1.094, H45 1.096
38 C -0.31608 3.06980 -2.17557  C37 1.524, C39 1.505, N40 1.486, H46 1.094
39 C -1.77667 2.92995 -2.50821  C38 1.505, H47 1.092, H48 1.096, H49 1.087
40 N -0.02832 4.45361 -1.71549  C38 1.486, H50 1.022, H51 1.025
41 H 2.88322 2.84636 -4.47893  C35 1.091
42 H 2.87264 1.08968 -4.07306  C35 1.092
43 H 3.88312 2.22838 -3.18319  C35 1.089
44 H 0.88033 3.54774 -3.94834  C37 1.094
45 H 0.34498 1.83951 -3.90901  C37 1.096
46 H -0.13798 2.38616 -1.33973  C38 1.094
47 H -1.97284 1.90797 -2.83822  C39 1.092
48 H -2.01962 3.59117 -3.34817  C39 1.096
49 H -2.44509 3.20535 -1.69706  C39 1.087
50 H 0.97727 4.54259 -1.55916  N40 1.022
51 H -0.06098 4.96882 -2.60051  N40 1.025
52 N 1.68504 -1.66646 2.73236  C53 1.369, H56 1.001, H57 1.016
53 C 2.88717 -1.05221 2.95924  N52 1.369, N54 1.369, O55 1.225
54 N 3.62498 -0.93830 1.81165  C53 1.369, H58 1.003, H59 1.001
55 O 3.19561 -0.56011 4.03808  C53 1.225
56 H 1.13512 -2.04232 3.47987  N52 1.001
57 H 1.38471 -1.79742 1.77103  N52 1.016
58 H 4.59776 -0.71231 1.90796  N54 1.003
59 H 3.23241 -1.28094 0.95700  N54 1.001
60 N -3.79972 -2.43445 2.16934  C61 1.353, H64 1.004, H65 1.002
61 C -2.80225 -2.79044 1.32685  N60 1.353, N62 1.364, O63 1.243
62 N -1.74469 -1.93050 1.37577  C61 1.364, H66 0.999, H67 1.016
63 O -2.88876 -3.79472 0.59916  C61 1.243
64 H -3.72659 -1.58397 2.69829  N60 1.004
65 H -4.72227 -2.81200 2.27367  N60 1.002
66 H -1.79535 -1.15083 1.99810  N62 0.999
67 H -0.90630 -2.11455 0.83133  N62 1.016
68 N 1.71352 0.73789 -0.28620  C69 1.373, H72 1.015, H73 1.006
69 C 1.12191 -0.43753 -0.67719  N68 1.373, N70 1.361, O71 1.239
70 N 1.11234 -0.59609 -2.02920  C69 1.361, H74 1.005, H75 1.006
71 O 0.73805 -1.34450 0.07518  C69 1.239
72 H 1.92208 1.41247 -1.01554  N68 1.015
73 H 1.94947 0.87209 0.68217  N68 1.006
74 H 1.32625 0.21988 -2.57461  N70 1.005
75 H 0.90958 -1.48101 -2.46349  N70 1.006

Calculated values
**Largest force on an atom**: 2.2 eV/A
**Charge**: 0
**HOMO energy**: -8.723 eV
**SMILES**: COC[C@H](C)N.COC[C@H](C)N.COC[C@H](C)N.NC(N)=O.NC(N)=O.NC(N)=O
**ΔE to the lowest compared entry with this formula, charge and spin**: 54.4 kJ/mol
**Energy**: -1542.80451 hartree
**E_LUMO**: 0.0102 Eh

These are the Löwdin partial charges, in e, on atoms 1 to 2: C -0.131; O -0.176